Model one:
Formula: C5H16N4
Source: OMol25
Level of theory: ωB97M-V/def2-TZVPD

LUMO ... 1.0 eV
HOMO energy ... -7.10 eV

Positions of all 25 atoms, in Å:
C -1.7946 1.8473 -0.9142
C -1.0282 0.5496 -0.6964
C 0.5344 0.8879 -0.1654
N 1.2964 1.5188 -1.2606
C 1.1830 -0.4614 0.2697
N 1.6577 -1.2605 -0.8663
N 0.2889 -1.3305 1.0728
C -0.2704 -0.7673 2.2869
N -0.5391 -2.2987 0.4103
H -1.9220 2.3772 0.0351
H -2.7946 1.6299 -1.3079
H -1.2951 2.5107 -1.6239
H -0.8865 0.0283 -1.6475
H -1.6821 -0.0948 -0.1049
H 0.4952 1.5682 0.6911
H 1.0099 1.1157 -2.1542
H 1.0689 2.5086 -1.3270
H 2.0451 -0.2333 0.9109
H 2.2752 -1.9700 -0.4800
H 2.2239 -0.6318 -1.4346
H -0.8978 -1.4862 2.8236
H 0.5327 -0.4652 2.9689
H -0.8800 0.1183 2.0888
H -0.1022 -2.4810 -0.5024
H -0.5189 -3.1798 0.9274

Model two:
Formula: C5H16N4
Source: OMol25
Level of theory: ωB97M-V/def2-TZVPD

LUMO ... 1.0 eV
HOMO energy ... -7.86 eV

Positions of all 25 atoms, in Å:
C -2.0882 -1.4454 0.0166
N -0.7121 -1.1152 -0.3661
N 0.1453 -2.1902 0.1583
C -0.2263 0.2507 0.0596
C -0.7894 0.6514 1.4526
C -0.7730 1.2728 -0.9689
N 1.2915 0.2050 0.0754
C 1.8980 0.2948 -1.2606
N 1.9085 1.2155 0.9260
H -2.7969 -0.6805 -0.3147
H -2.2026 -1.5847 1.0992
H -2.3975 -2.3821 -0.4625
H 1.0013 -1.7560 0.5312
H 0.4856 -2.7400 -0.6350
H -0.4708 -0.0444 2.2362
H -0.4736 1.6617 1.7395
H -1.8850 0.6889 1.4582
H -1.8607 1.3831 -0.8901
H -0.5626 0.9742 -2.0029
H -0.3372 2.2661 -0.8114
H 2.9616 0.0331 -1.2024
H 1.8302 1.3033 -1.6860
H 1.4477 -0.4139 -1.9629
H 2.9294 1.1185 0.9046
H 1.6769 1.0331 1.9062

Unit: eV. Relative energies: model one 0.000; model two 0.844.

Model one:
Formula: C35H60BrN2OS2Si3Ti
Source: OMol25
Level of theory: ωB97M-V/def2-TZVPD

LUMO (alpha / beta) ... -0.3 / -0.5 eV
Multiplicity ... 2
HOMO energy (alpha / beta) ... -7.09 / -7.97 eV

Positions of all 105 atoms, in Å:
Ti 1.1239 -0.8981 -1.3265
C 3.2628 -2.4311 2.2670
C 2.8952 -1.5796 1.0823
N 1.8927 -1.9188 0.2998
N 1.2175 -3.0554 0.7144
C 0.4155 -3.5918 -0.1312
S 0.1543 -3.0749 -1.7568
S -0.5192 -4.9919 0.4555
C -1.7210 -4.0853 1.5327
C -1.2349 -3.9245 2.9403
C -0.6013 -2.7563 3.3484
C -0.0991 -2.6381 4.6356
C -0.2324 -3.6842 5.5361
C -0.8736 -4.8503 5.1402
C -1.3721 -4.9676 3.8529
C 3.6385 -0.3538 0.8624
C 4.8046 -0.0765 1.5974
C 5.5033 1.0985 1.4401
C 5.0544 2.0573 0.5337
C 3.9136 1.8205 -0.2033
C 3.2073 0.6260 -0.0631
O 2.1136 0.4172 -0.7774
H 2.5604 -3.2495 2.3681
H 3.2429 -1.8246 3.1739
H 4.2673 -2.8399 2.1462
H -2.6215 -4.6956 1.4862
H -1.9066 -3.1314 1.0407
H -0.5004 -1.9402 2.6448
H 0.4017 -1.7237 4.9326
H 0.1518 -3.5894 6.5436
H -0.9849 -5.6725 5.8358
H -1.8670 -5.8815 3.5438
H 5.1644 -0.8168 2.2984
H 6.4058 1.2763 2.0093
H 5.5944 2.9860 0.4056
H 3.5505 2.5501 -0.9159
C -2.6957 0.2831 3.2750
C -1.7159 1.4387 3.0087
C -0.3074 0.9835 3.4368
C -2.1191 2.6312 3.8909
Si -1.7685 1.9212 1.1414
Br -0.9406 -0.1271 0.1404
C -3.5189 2.0593 0.3441
C -4.3581 3.0702 1.1439
C -3.4178 2.5426 -1.1108
C -4.2672 0.7161 0.3182
C -0.5407 3.3008 0.5932
C -0.1234 3.1513 -0.8771
C 0.7386 3.2578 1.4420
C -1.1907 4.6828 0.7797
H -2.5647 -0.0756 4.2992
H -2.5224 -0.5602 2.6037
H -3.7283 0.6182 3.1737
H -0.3869 0.4148 4.3668
H 0.3479 1.8325 3.6219
H 0.1667 0.3403 2.6947
H -2.0642 2.3316 4.9410
H -3.1390 2.9628 3.6901
H -1.4512 3.4849 3.7534
H -3.8443 4.0269 1.2639
H -4.6028 2.6859 2.1361
H -5.3002 3.2568 0.6221
H -3.0333 3.5596 -1.1838
H -4.4163 2.5395 -1.5566
H -2.7885 1.8812 -1.7093
H -4.4398 0.3239 1.3180
H -3.7257 -0.0362 -0.2555
H -5.2405 0.8643 -0.1574
H 0.4664 2.2545 -1.0355
H 0.4974 4.0127 -1.1452
H -0.9746 3.1310 -1.5569
H 1.2182 2.2774 1.4059
H 0.5400 3.5214 2.4820
H 1.4525 3.9862 1.0465
H -2.0319 4.8290 0.1024
H -0.4528 5.4591 0.5609
H -1.5416 4.8321 1.8045
C 3.8433 0.3237 -3.4541
Si 2.4089 -0.7277 -4.1311
C 2.9779 -2.5005 -3.7321
C 2.4166 -0.5331 -6.0176
C 0.7995 -0.2230 -3.3030
Si -0.7550 -0.7614 -4.2097
C -0.5946 -2.4013 -5.1471
C -1.2033 0.5465 -5.5159
C -2.3333 -0.8813 -3.1489
H 4.7152 0.2399 -4.1070
H 4.1450 -0.0170 -2.4619
H 3.5837 1.3823 -3.3770
H 4.0131 -2.6296 -4.0589
H 2.3733 -3.2570 -4.2355
H 2.9447 -2.7150 -2.6600
H 3.4352 -0.5387 -6.4117
H 1.9445 0.4054 -6.3167
H 1.8677 -1.3451 -6.4993
H 0.7989 0.8745 -3.2561
H -0.0957 -2.2449 -6.1059
H -1.5846 -2.8154 -5.3479
H -0.0346 -3.1560 -4.5932
H -0.5459 0.4478 -6.3836
H -1.0970 1.5641 -5.1325
H -2.2320 0.4193 -5.8611
H -2.2608 -1.6386 -2.3704
H -3.1814 -1.1512 -3.7849
H -2.5668 0.0785 -2.6836

Model two:
Formula: C35H60BrN2OS2Si3Ti
Source: OMol25
Level of theory: ωB97M-V/def2-TZVPD

LUMO (alpha / beta) ... 0.0 / -0.2 eV
Multiplicity ... 2
HOMO energy (alpha / beta) ... -7.71 / -8.15 eV

Positions of all 105 atoms, in Å:
Ti 1.6403 0.6627 -0.8568
C 0.3105 2.9467 2.7654
C 0.9702 1.9182 1.8959
N 0.7408 1.8634 0.6275
N -0.1042 2.8418 0.0836
C 0.3709 3.3331 -1.0106
S 1.8745 2.8834 -1.7846
S -0.7239 4.4896 -1.7871
C 0.4518 5.7256 -2.4180
C 1.0550 6.5749 -1.3329
C 0.2788 7.5326 -0.6844
C 0.8160 8.3115 0.3274
C 2.1409 8.1400 0.7082
C 2.9216 7.1911 0.0663
C 2.3818 6.4133 -0.9497
C 1.9267 0.9835 2.4980
C 1.9424 0.8333 3.8943
C 2.8619 0.0338 4.5348
C 3.8314 -0.6280 3.7839
C 3.8536 -0.5018 2.4135
C 2.8978 0.2757 1.7444
O 2.9509 0.3059 0.4205
H -0.1238 3.7349 2.1611
H 1.0254 3.3669 3.4700
H -0.4914 2.4720 3.3367
H -0.1640 6.3348 -3.0810
H 1.2114 5.2396 -3.0281
H -0.7587 7.6610 -0.9725
H 0.2015 9.0544 0.8207
H 2.5621 8.7485 1.4983
H 3.9565 7.0549 0.3545
H 2.9943 5.6723 -1.4485
H 1.2024 1.3531 4.4892
H 2.8359 -0.0713 5.6114
H 4.5732 -1.2436 4.2775
H 4.5898 -1.0157 1.8100
C -4.1963 -1.6269 -0.8582
C -3.4089 -2.7454 -0.1611
C -2.7045 -3.5365 -1.2766
C -4.4086 -3.6768 0.5455
Si -2.1717 -2.0281 1.1125
Br -0.4395 -1.2804 -0.2275
C -2.8055 -0.4848 2.0552
C -4.1941 -0.7494 2.6585
C -1.8455 -0.1389 3.2022
C -2.8926 0.7576 1.1550
C -1.3115 -3.3323 2.2263
C 0.0113 -2.8132 2.8229
C -0.9656 -4.5827 1.4030
C -2.2281 -3.7541 3.3850
H -4.8209 -2.0744 -1.6386
H -3.5348 -0.9041 -1.3424
H -4.8595 -1.0894 -0.1811
H -3.4678 -3.9960 -1.9138
H -2.0598 -4.3315 -0.9093
H -2.1027 -2.8800 -1.9075
H -5.1720 -3.9898 -0.1739
H -4.9245 -3.1912 1.3773
H -3.9320 -4.5819 0.9257
H -4.2036 -1.6041 3.3387
H -4.9533 -0.9167 1.8933
H -4.5032 0.1295 3.2343
H -1.8385 -0.8983 3.9836
H -2.1720 0.7988 3.6663
H -0.8184 -0.0005 2.8534
H -3.6381 0.6598 0.3687
H -1.9413 1.0047 0.6825
H -3.1846 1.6160 1.7710
H 0.6700 -2.3637 2.0770
H 0.5503 -3.6603 3.2598
H -0.1470 -2.0870 3.6174
H -0.3149 -4.3470 0.5559
H -1.8504 -5.0960 1.0264
H -0.4259 -5.2885 2.0429
H -2.4698 -2.9207 4.0469
H -1.7093 -4.5053 3.9900
H -3.1641 -4.2006 3.0419
C 2.6556 -2.8728 -0.4625
Si 2.5909 -2.3315 -2.2852
C 4.3604 -2.4188 -2.9333
C 1.6249 -3.7370 -3.0939
C 1.9558 -0.6044 -2.6100
Si 0.7528 -0.1687 -3.9554
C 1.6395 0.7191 -5.3588
C -0.6231 0.9997 -3.3430
C -0.2079 -1.6130 -4.6915
H 3.5924 -3.4134 -0.2909
H 1.8398 -3.5691 -0.2425
H 2.6120 -2.0689 0.2715
H 4.7968 -3.4100 -2.7837
H 4.9964 -1.6945 -2.4152
H 4.3996 -2.1880 -4.0012
H 2.0422 -4.6763 -2.7157
H 1.7054 -3.7529 -4.1814
H 0.5643 -3.7190 -2.8306
H 2.8758 -0.0340 -2.8586
H 2.1109 1.6333 -4.9869
H 0.9525 1.0001 -6.1616
H 2.4223 0.0874 -5.7872
H -0.4038 2.0450 -3.5658
H -0.8449 0.9445 -2.2696
H -1.5608 0.7417 -3.8461
H 0.4046 -2.3411 -5.2221
H -0.9185 -1.1903 -5.4101
H -0.7911 -2.1489 -3.9369

Unit: eV. Relative energies: model one 0.599; model two 0.000.